(1)
A cluster of 2 separate species, C8H15NO in total. Source: the Open Molecules 2025 dataset; level of theory: wB97M-V/def2-TZVPD.

Structure (XYZ):
```
25
C8H15NO | the Open Molecules 2025 dataset | wB97M-V/def2-TZVPD
C -0.0693 0.8739 0.8356
C 1.2885 1.1647 1.4619
C -0.8879 0.0921 1.8621
C -0.8176 2.1371 0.4430
C 0.8617 -1.5263 -2.6897
C 0.8186 0.5117 -1.1667
C 0.3454 -0.7076 -1.5287
N -0.7999 -2.3651 -0.2066
C -0.6925 -1.0964 -0.6415
O 1.5681 1.3973 -1.4135
H -0.0130 -2.9897 -0.2874
H -1.5747 -2.6408 0.3748
H -1.5798 -0.5012 -0.4961
H 1.1623 1.6353 2.4471
H 1.8580 0.2425 1.6134
H 1.8907 1.8437 0.8624
H -1.0035 0.6891 2.7768
H -1.9100 -0.1226 1.5363
H -0.4037 -0.8462 2.1446
H -1.0391 2.7506 1.3289
H -1.7756 1.9026 -0.0318
H -0.2381 2.7531 -0.2448
H 0.0495 -1.8798 -3.3319
H 1.4271 -2.4026 -2.3570
H 1.5346 -0.9151 -3.2912
```

Calculated values
- 2S+1 = 1
- E (eV) = -12073.58220
- net charge = 0
- M (g mol⁻¹) = 141.21
- Kohn-Sham gap (eV) = 7.3651
- ΔE to the lowest compared entry with this formula, charge and spin (eV) = 3.951
- E_LUMO (eV) = 0.347

These are the Mulliken partial charges, in e, on atoms 1 to 2:
1. C 1.164
2. C -1.746

***

(2)
A cluster of 2 separate species, C8H15NO in total. Source: the Open Molecules 2025 dataset; level of theory: wB97M-V/def2-TZVPD.

Structure (XYZ):
```
25
C8H15NO | the Open Molecules 2025 dataset | wB97M-V/def2-TZVPD
C 0.2502 1.5547 0.5959
C 0.5295 1.1661 2.0297
C -1.5794 -2.3249 -0.3057
C 1.5558 -1.4495 -0.3117
C 0.5865 0.2186 -1.9349
C -1.4485 0.1610 0.2984
C -0.9426 -0.9620 -0.2492
C 0.3758 -0.6187 -0.7083
N -0.4576 2.7654 0.4630
O -2.2864 0.6758 0.9851
H 1.1502 1.5839 -0.0065
H -1.3957 2.7019 0.8533
H -0.5063 3.1043 -0.4895
H 0.9978 0.1827 2.0868
H 1.2016 1.8979 2.4911
H -0.3884 1.1412 2.6180
H -2.4293 -2.3852 0.3755
H -1.9286 -2.5897 -1.3097
H -0.8558 -3.0901 -0.0063
H 1.9518 -2.0177 -1.1629
H -0.2258 0.9251 -2.0928
H 1.5436 0.7485 -1.9337
H 2.3684 -0.7889 0.0138
H 1.3273 -2.1382 0.5002
H 0.6060 -0.4621 -2.7996
```

Calculated values
- 2S+1 = 1
- E (eV) = -12072.94034
- net charge = 0
- M (g mol⁻¹) = 141.21
- Kohn-Sham gap (eV) = 6.7394
- ΔE to the lowest compared entry with this formula, charge and spin (eV) = 4.593
- E_LUMO (eV) = -0.069

These are the Mulliken partial charges, in e, on atoms 1 to 2:
1. C -0.248
2. C -1.319

***

(3)
A structure of composition C8H15NO5PdS. Source: the Open Molecules 2025 dataset; level of theory: wB97M-V/def2-TZVPD.

Structure (XYZ):
```
31
C8H15NO5PdS | the Open Molecules 2025 dataset | wB97M-V/def2-TZVPD
Pd 0.5526 0.4659 0.1590
O 0.5730 -1.6601 0.5864
C -0.6557 -2.3777 0.8725
C -1.6046 -2.2554 -0.3165
N -2.2420 -0.9104 -0.4562
C -3.1038 -0.5558 0.4113
C -1.6315 1.8608 2.4364
O -2.6416 2.1696 2.8890
O -0.5584 1.6223 2.0324
C -2.2628 -0.3329 -1.8096
C -0.8972 0.0763 -2.4203
O -0.9316 0.3446 -3.5818
O 0.2484 0.0479 -1.7424
H 1.0559 -2.2151 -0.0437
H -0.4290 -3.4340 1.0151
H -1.0506 -1.9930 1.8121
H -1.0325 -2.4363 -1.2246
H -2.4202 -2.9769 -0.2776
H -3.9410 0.0787 0.1297
H -3.2517 -1.1923 1.2809
H -2.6443 -1.0965 -2.4887
H -2.9199 0.5346 -1.8244
C 1.7858 3.4232 0.6177
S 0.7229 2.5911 -0.5751
C 1.6891 2.6250 -2.0933
H 1.5860 4.4907 0.5308
H 2.8326 3.2155 0.4104
H 1.5163 3.0938 1.6193
H 2.7511 2.5526 -1.8725
H 1.4580 3.5722 -2.5791
H 1.3577 1.8003 -2.7193
```

Calculated values
- 2S+1 = 1
- E (eV) = -34564.33225
- net charge = +2
- M (g mol⁻¹) = 343.70
- Kohn-Sham gap (spin up / spin down) (eV) = 8.0553 / 8.0546
- ΔE to the lowest compared entry with this formula, charge and spin (eV) = 0.000
- E_LUMO (spin up / spin down) (eV) = -8.885 / -8.886

These are the Mulliken partial charges, in e, on atoms 1 to 2:
1. Pd 0.837
2. O -0.482

***

(4)
A structure of composition C8H16BF2IrO4. Source: the Open Molecules 2025 dataset; level of theory: wB97M-V/def2-TZVPD.

Structure (XYZ):
```
32
C8H16BF2IrO4 | the Open Molecules 2025 dataset | wB97M-V/def2-TZVPD
Ir 0.2243 0.1262 -0.6603
C -0.6069 -2.5947 -0.5728
C -1.9391 -1.8679 -0.5283
O -1.7014 -0.4441 -0.9462
C -2.6704 0.5838 -0.4631
C -1.8921 1.8346 -0.0346
O -0.5926 1.3455 0.5678
C 0.4612 2.3289 1.0287
C 1.5798 1.4609 1.5728
O 1.8380 0.3845 0.5670
C 2.4230 -0.8932 1.0770
C 1.7691 -2.0766 0.3594
O 0.3454 -1.7185 0.1565
H -0.2503 -2.7070 -1.6004
H -0.6358 -3.5746 -0.0959
H -2.3726 -1.8340 0.4702
H -2.6382 -2.3077 -1.2383
H -3.2449 0.1334 0.3434
H -3.3303 0.8357 -1.2923
H -2.3882 2.4307 0.7311
H -1.6326 2.4696 -0.8812
H 0.0023 3.0016 1.7526
H 0.7738 2.8891 0.1482
H 1.3258 0.9699 2.5109
H 2.4850 2.0570 1.6883
H 2.2691 -0.9028 2.1540
H 3.4884 -0.8731 0.8539
H 1.8140 -3.0012 0.9348
H 2.2211 -2.2444 -0.6206
F 1.4990 2.3269 -2.1323
B 0.8641 1.2373 -2.3883
F 0.5118 0.6240 -3.4619
```

Calculated values
- 2S+1 = 2
- E (eV) = -25662.08990
- net charge = +3
- M (g mol⁻¹) = 417.24
- Kohn-Sham gap (spin up / spin down) (eV) = 8.0141 / 7.2777
- ΔE to the lowest compared entry with this formula, charge and spin (eV) = 0.000
- E_LUMO (spin up / spin down) (eV) = -13.999 / -14.583

These are the Mulliken partial charges, in e, on atoms 1 to 2:
1. Ir 2.074
2. C -0.609

***

(5)
A structure of composition C8H16BF2RhS4. Source: the Open Molecules 2025 dataset; level of theory: wB97M-V/def2-TZVPD.

Structure (XYZ):
```
32
C8H16BF2RhS4 | the Open Molecules 2025 dataset | wB97M-V/def2-TZVPD
Rh -0.0993 -0.6045 -0.6132
C -1.3436 2.1947 0.1000
C 0.0506 2.6505 -0.3924
S 0.9172 1.3261 -1.3327
C 2.6899 1.2202 -0.9467
C 3.1016 -0.0065 -0.1529
S 2.1715 -1.5609 -0.4463
C -0.0247 -0.5767 1.4467
C -0.6504 -1.9132 1.7525
S -1.3979 -2.3864 0.1367
C -3.0479 -1.6005 0.2002
C -3.0545 -0.1031 0.4559
S -1.9530 0.6942 -0.7606
H -2.0772 2.9835 -0.0633
H -1.3252 1.9679 1.1624
H 0.6545 2.9734 0.4539
H -0.0324 3.4793 -1.0914
H 2.9983 2.1491 -0.4650
H 3.1490 1.2075 -1.9333
H 3.0138 0.1557 0.9203
H 4.1507 -0.2255 -0.3551
H -0.6127 0.2690 1.7814
H 1.0042 -0.4707 1.7772
H -1.4066 -1.9156 2.5371
H 0.0799 -2.6928 1.9622
H -3.6294 -2.1170 0.9647
H -3.4878 -1.8437 -0.7686
H -2.7171 0.1485 1.4601
H -4.0597 0.2925 0.3106
F 2.0532 -3.0319 -2.7142
B 2.3185 -1.8316 -2.2905
F 2.5666 -0.8314 -3.0955
```

Calculated values
- 2S+1 = 1
- E (eV) = -61004.81272
- net charge = +2
- M (g mol⁻¹) = 392.20
- Kohn-Sham gap (eV) = 9.0398
- ΔE to the lowest compared entry with this formula, charge and spin (eV) = 0.000
- E_LUMO (eV) = -7.891

These are the Mulliken partial charges, in e, on atoms 1 to 2:
1. Rh -0.082
2. C -0.727

***

(6)
A cluster of 2 separate species, C8H16BNO2 in total. Source: the Open Molecules 2025 dataset; level of theory: wB97M-V/def2-TZVPD.

Structure (XYZ):
```
28
C8H16BNO2 | the Open Molecules 2025 dataset | wB97M-V/def2-TZVPD
B -1.9911 2.1670 0.4380
C 1.0120 1.5348 0.8943
C 1.8977 -1.7558 -1.9305
C -2.6004 -0.3006 -0.4179
C 1.5267 -1.8682 1.1159
C 1.8136 -0.5163 -1.0328
C -1.9261 1.0287 -0.4579
C 0.5165 0.2708 0.9902
C 0.8708 -0.9215 0.1700
N 1.3579 2.6460 0.8912
O -1.2515 3.2397 0.0473
O -2.5513 2.0731 1.7256
H 2.8053 -2.3372 -1.9422
H 1.9607 -1.5300 -3.0422
H 1.0552 -2.4570 -1.6771
H -3.3218 -0.5004 -1.1921
H -3.1708 -0.4036 0.5399
H -1.9278 -1.1088 -0.4602
H 2.5440 -1.6014 1.1442
H 1.4764 -2.7721 0.6182
H 1.0735 -1.9877 2.0891
H 1.2645 0.4576 -1.3148
H 2.7606 -0.2982 -0.6031
H -1.1969 1.1885 -1.2430
H -0.1601 0.2554 1.8925
H -0.0950 -1.3427 -0.2510
H -1.0668 3.9138 0.7923
H -2.6759 2.9261 2.2158
```

Calculated values
- 2S+1 = 1
- E (eV) = -14815.44563
- net charge = 0
- M (g mol⁻¹) = 169.03
- Kohn-Sham gap (spin up / spin down) (eV) = 8.1926 / 7.8309
- ΔE to the lowest compared entry with this formula, charge and spin (eV) = 2.485
- E_LUMO (spin up / spin down) (eV) = -0.378 / -0.723

These are the Mulliken partial charges, in e, on atoms 1 to 2:
1. B 0.480
2. C 0.320

***

(7)
The molecule C8H16BNO5. Source: the Open Molecules 2025 dataset; level of theory: wB97M-V/def2-TZVPD.

Structure (XYZ):
```
31
C8H16BNO5 | the Open Molecules 2025 dataset | wB97M-V/def2-TZVPD
N -1.2407 -2.3279 0.3340
C -0.9552 -1.4329 -0.7686
C -0.4277 -2.2145 -1.9610
O 0.7130 -2.0282 -2.3566
O -1.2926 -3.1207 -2.5135
C -2.2494 -0.6781 -1.1594
C -2.0479 0.7580 -0.6331
O -0.8450 0.7873 0.1573
C -0.0134 -0.2022 -0.4212
C 1.1312 -0.7214 0.4133
C 2.1205 0.3458 0.8638
C 1.4491 1.2453 1.9320
B 1.6833 2.8330 1.6515
O 2.6788 3.4556 2.3649
O 0.9215 3.3854 0.6410
H -1.7579 -1.8256 1.0639
H -1.8358 -3.0378 -0.0536
H -0.7913 -3.5527 -3.2448
H -2.4490 -0.7000 -2.2382
H -3.1052 -1.1513 -0.7134
H -1.9166 1.4783 -1.4797
H -2.8591 1.1604 -0.0771
H 0.3838 0.2238 -1.3779
H 0.6956 -1.2415 1.2595
H 1.6952 -1.4602 -0.1689
H 2.4083 0.9163 0.0099
H 3.0158 -0.1872 1.2310
H 0.3640 1.3161 1.7871
H 1.6181 0.8319 2.9248
H 2.6461 4.4152 2.2100
H 0.2626 2.7297 0.3231
```

Calculated values
- 2S+1 = 1
- E (eV) = -20962.14428
- net charge = 0
- structure (SMILES) = N[C@@]1(C(=O)O)CCO[C@H]1CCCB(O)O
- M (g mol⁻¹) = 217.03
- Kohn-Sham gap (eV) = 10.1438
- ΔE to the lowest compared entry with this formula, charge and spin (eV) = 0.128
- E_LUMO (eV) = 0.490

These are the Mulliken partial charges, in e, on atoms 1 to 2:
1. N -0.771
2. C 1.543

***

(8)
A cluster of 4 separate species, C8H16Br8 in total. Source: the Open Molecules 2025 dataset; level of theory: wB97M-V/def2-TZVPD.

Structure (XYZ):
```
32
C8H16Br8 | the Open Molecules 2025 dataset | wB97M-V/def2-TZVPD
Br -1.3707 -2.2039 -0.2701
C -0.0887 -2.4219 1.1775
C 1.2300 -1.9188 0.7083
Br 2.5539 -2.0817 2.1024
H -0.1045 -3.4784 1.4257
H -0.4679 -1.8613 2.0275
H 1.2027 -0.8775 0.3992
H 1.6017 -2.4746 -0.1510
Br -1.3412 0.3313 3.3284
C -2.8521 0.0099 2.1440
C -3.9553 0.9988 2.3617
Br -4.9200 0.6463 3.9767
H -3.1638 -1.0186 2.3109
H -2.4577 0.0488 1.1298
H -4.6345 1.0017 1.5122
H -3.5428 2.0007 2.4561
Br -0.0243 0.5095 -2.6894
C -1.7860 -0.1218 -3.2351
C -2.3715 0.6549 -4.3701
Br -2.5758 2.5263 -3.9867
H -2.4045 -0.1777 -2.3450
H -1.5927 -1.1490 -3.5444
H -3.3894 0.3184 -4.5562
H -1.7818 0.5573 -5.2751
Br 2.6109 1.5531 -0.2866
C 4.5555 1.3105 -0.2940
C 5.0224 1.2563 1.1404
Br 6.9468 0.9991 1.1387
H 4.9595 2.1347 -0.8683
H 4.7311 0.3576 -0.7810
H 4.5845 0.3952 1.6331
H 4.8265 2.1748 1.6802
```

Calculated values
- 2S+1 = 1
- E (eV) = -568896.03295
- net charge = 0
- structure (SMILES) = BrCCBr.BrCCBr.BrCCBr.BrCCBr
- M (g mol⁻¹) = 751.45
- Kohn-Sham gap (eV) = 10.2908
- ΔE to the lowest compared entry with this formula, charge and spin (eV) = 0.153
- E_LUMO (eV) = 0.200

These are the Mulliken partial charges, in e, on atoms 1 to 2:
1. Br -0.173
2. C -0.269

***

(9)
A cluster of 4 separate species, C8H16Br8 in total. Source: the Open Molecules 2025 dataset; level of theory: wB97M-V/def2-TZVPD.

Structure (XYZ):
```
32
C8H16Br8 | the Open Molecules 2025 dataset | wB97M-V/def2-TZVPD
Br 24.8700 -5.0725 18.5261
C 24.3100 -5.8390 16.8700
C 24.6777 -4.8058 15.7791
Br 24.9440 -5.5080 13.9386
H 23.2786 -6.1126 17.0921
H 24.9026 -6.7161 16.6098
H 25.7100 -4.4976 15.9447
H 24.1002 -3.8839 15.8480
Br 28.4705 4.5978 15.9867
C 27.8921 2.6459 15.6678
C 29.1585 1.6866 15.6088
Br 28.3738 -0.1847 15.2914
H 27.3676 2.7657 14.7198
H 27.1808 2.3520 16.4395
H 29.8253 1.7427 16.4692
H 29.7860 1.8704 14.7367
Br 21.2179 2.7243 14.4668
C 22.8302 2.0402 15.4004
C 22.3804 1.3188 16.6979
Br 23.9425 0.1403 17.2133
H 23.5434 2.8433 15.5861
H 23.4061 1.4783 14.6651
H 21.4441 0.8008 16.4904
H 22.1532 1.9598 17.5498
Br 20.3761 -10.0832 11.4736
C 20.5469 -10.5540 13.3694
C 21.2804 -9.5240 14.1734
Br 21.9662 -10.2332 15.8638
H 21.2158 -11.4140 13.3375
H 19.5765 -10.8522 13.7662
H 20.6658 -8.6517 14.3957
H 22.2051 -9.2166 13.6849
```

Calculated values
- 2S+1 = 1
- E (eV) = -568894.72170
- net charge = 0
- structure (SMILES) = BrCCBr.BrCCBr.BrCCBr.BrCCBr
- M (g mol⁻¹) = 751.45
- Kohn-Sham gap (eV) = 10.4895
- ΔE to the lowest compared entry with this formula, charge and spin (eV) = 1.465
- E_LUMO (eV) = 0.143

These are the Mulliken partial charges, in e, on atoms 1 to 2:
1. Br -0.137
2. C -0.403

***

Copy entry 4 word for word.
A structure of composition C8H16BF2IrO4. Source: the Open Molecules 2025 dataset; level of theory: wB97M-V/def2-TZVPD.

Structure (XYZ):
```
32
C8H16BF2IrO4 | the Open Molecules 2025 dataset | wB97M-V/def2-TZVPD
Ir 0.2243 0.1262 -0.6603
C -0.6069 -2.5947 -0.5728
C -1.9391 -1.8679 -0.5283
O -1.7014 -0.4441 -0.9462
C -2.6704 0.5838 -0.4631
C -1.8921 1.8346 -0.0346
O -0.5926 1.3455 0.5678
C 0.4612 2.3289 1.0287
C 1.5798 1.4609 1.5728
O 1.8380 0.3845 0.5670
C 2.4230 -0.8932 1.0770
C 1.7691 -2.0766 0.3594
O 0.3454 -1.7185 0.1565
H -0.2503 -2.7070 -1.6004
H -0.6358 -3.5746 -0.0959
H -2.3726 -1.8340 0.4702
H -2.6382 -2.3077 -1.2383
H -3.2449 0.1334 0.3434
H -3.3303 0.8357 -1.2923
H -2.3882 2.4307 0.7311
H -1.6326 2.4696 -0.8812
H 0.0023 3.0016 1.7526
H 0.7738 2.8891 0.1482
H 1.3258 0.9699 2.5109
H 2.4850 2.0570 1.6883
H 2.2691 -0.9028 2.1540
H 3.4884 -0.8731 0.8539
H 1.8140 -3.0012 0.9348
H 2.2211 -2.2444 -0.6206
F 1.4990 2.3269 -2.1323
B 0.8641 1.2373 -2.3883
F 0.5118 0.6240 -3.4619
```

Calculated values
- 2S+1 = 2
- E (eV) = -25662.08990
- net charge = +3
- M (g mol⁻¹) = 417.24
- Kohn-Sham gap (spin up / spin down) (eV) = 8.0141 / 7.2777
- ΔE to the lowest compared entry with this formula, charge and spin (eV) = 0.000
- E_LUMO (spin up / spin down) (eV) = -13.999 / -14.583

These are the Mulliken partial charges, in e, on atoms 1 to 2:
1. Ir 2.074
2. C -0.609